The following is a DFT calculation (ωB97M-V with the def2-TZVPD basis set) of a structure of composition C7H4BiNO4Te4.

Structure (ORCA input):
```
! RIJCOSX wB97M-V def2-TZVPD def2/J DEFGRID3
* xyz 0 1
Bi -0.1976 0.7218 0.0685
O 3.2862 -0.2893 2.1836
C 2.0454 0.1257 1.8315
O 1.8404 0.3103 0.5309
C 1.0736 0.3851 2.7314
C 1.1831 0.2501 4.1615
C 0.1490 0.5306 4.9718
C -1.1186 0.9257 4.3864
C -1.2150 1.0649 3.0524
N -0.1409 0.9072 2.1858
C -2.5230 1.3704 2.4435
O -3.5502 1.7073 2.9929
O -2.5196 1.2092 1.1080
H 3.7431 -0.5240 1.3666
H 2.1291 -0.0915 4.5607
H 0.2352 0.4329 6.0442
H -1.9961 1.0897 4.9943
Te -4.4317 1.3952 0.4277
Te -3.5935 0.3234 -1.8993
Te -3.2300 -2.1608 -0.8976
Te -0.5760 -2.1446 -0.3842
*
```

For the maximum force, the calculation gives 0.0067 Eh/bohr. The HOMO energy comes out at -6.2828 eV. The energy relative to the best compared isomer or geometry (same formula, charge and spin) is 241.9 kJ/mol. Its total energy is -52016.8075 eV. For the frontier orbital gap, the calculation gives 0.190 Ha.